Entry 1:
The following is a DFT calculation (the ωB97M-V functional and the def2-TZVPD basis) of one molecule with the formula C3H6N2S2 at a distorted geometry.

**E_HOMO**: -8.22 eV
**Relative energy (zero: lowest compared OMol25 entry of this formula, charge and spin)**: 38.9 kcal per mole
**E**: -1023.74101 hartree
**HOMO-LUMO gap**: 8.66 eV

```
! wB97M-V def2-TZVPD RIJCOSX def2/J DEFGRID3
* xyz 0 1
C -1.861 0.132 0.755
N -0.563 -0.105 0.138
S -0.159 -1.719 -0.234
C 0.289 0.942 -0.131
N 1.480 0.928 -0.558
C 2.457 0.005 -0.594
S 3.205 -0.676 0.695
H -1.925 -0.397 1.715
H -1.980 1.230 0.958
H -2.690 -0.202 0.106
H -0.932 -1.834 -1.298
H -0.172 1.896 0.063
H 2.852 -0.201 -1.617
*
```

---

Entry 2:
The following is a DFT calculation (the ωB97M-V functional and the def2-TZVPD basis) of C37H71NO2P2SSi3Ti as an isolated structure at a distorted geometry.

**E_HOMO (alpha / beta)**: -2.56 / -2.62 eV
**Relative energy (zero: lowest compared OMol25 entry of this formula, charge and spin)**: 32.4 kcal per mole
**E**: -4456.59518 hartree
**HOMO-LUMO gap (alpha / beta)**: 4.63 / 4.69 eV

```
! wB97M-V def2-TZVPD RIJCOSX def2/J DEFGRID3
* xyz -1 2
Ti 0.056 0.071 -0.651
C 0.441 4.722 0.076
C 1.625 3.876 0.528
C 1.342 3.385 1.936
P 1.695 2.238 -0.688
C 2.650 3.117 -2.104
C 3.196 4.531 -1.860
C 3.782 2.286 -2.728
C 2.868 1.365 0.407
C 4.126 1.925 0.604
C 5.077 1.372 1.448
C 4.732 0.223 2.136
C 3.477 -0.343 1.979
C 2.497 0.195 1.120
N 1.189 -0.330 1.010
C 0.867 -1.392 1.904
C 1.587 -2.599 1.860
C 1.325 -3.654 2.707
C 0.282 -3.570 3.619
C -0.445 -2.395 3.682
C -0.163 -1.287 2.871
P -0.949 0.341 3.223
C -0.027 0.775 4.812
C 1.440 0.972 4.420
C -0.030 -0.126 6.051
C -2.768 -0.005 3.649
C -3.354 -1.194 2.888
C -3.240 -0.043 5.100
H 0.318 5.633 0.675
H -0.474 4.128 0.208
H 0.485 5.019 -0.978
H 2.538 4.478 0.541
H 0.645 2.535 1.904
H 0.877 4.157 2.566
H 2.255 3.054 2.435
H 1.872 3.215 -2.871
H 4.036 4.530 -1.161
H 2.456 5.233 -1.485
H 3.575 4.924 -2.810
H 4.476 1.917 -1.970
H 4.354 2.912 -3.422
H 3.413 1.424 -3.275
H 4.361 2.848 0.087
H 6.048 1.837 1.570
H 5.432 -0.239 2.823
H 3.249 -1.199 2.590
H 2.380 -2.693 1.133
H 1.916 -4.559 2.629
H 0.042 -4.400 4.273
H -1.234 -2.313 4.418
H -0.441 1.753 5.084
H 1.938 0.001 4.366
H 1.958 1.569 5.176
H 1.567 1.454 3.455
H 0.278 -1.141 5.795
H -0.980 -0.173 6.569
H 0.710 0.258 6.761
H -3.228 0.887 3.214
H -3.223 -2.126 3.439
H -2.891 -1.323 1.917
H -4.430 -1.053 2.741
H -2.915 -0.953 5.606
H -4.336 -0.032 5.120
H -2.893 0.814 5.676
C -3.034 0.852 0.306
O -2.155 -0.230 0.032
Si -2.522 -1.522 -1.065
C -3.353 -2.853 -0.027
C -3.979 -0.886 -2.077
C -0.953 -1.843 -1.892
Si 0.056 -3.346 -1.465
C 0.023 -4.833 -2.648
C -0.468 -4.226 0.117
C 1.900 -2.959 -1.421
Si -1.083 -1.726 -3.744
C 0.589 -1.750 -4.613
C -2.108 -3.124 -4.549
C -1.957 -0.207 -4.476
H -3.356 1.336 -0.616
H -2.498 1.574 0.923
H -3.914 0.504 0.859
H -4.322 -2.477 0.317
H -2.788 -3.184 0.841
H -3.543 -3.729 -0.657
H -4.841 -0.761 -1.413
H -4.250 -1.631 -2.832
H -3.797 0.059 -2.588
H -0.975 -5.259 -2.767
H 0.655 -5.596 -2.177
H 0.435 -4.638 -3.641
H -1.361 -4.821 -0.096
H -0.677 -3.581 0.970
H 0.328 -4.919 0.411
H 2.243 -2.761 -2.441
H 2.457 -3.822 -1.038
H 2.159 -2.077 -0.837
H 1.188 -2.631 -4.372
H 0.418 -1.750 -5.696
H 1.183 -0.871 -4.350
H -1.499 -3.951 -4.913
H -2.655 -2.716 -5.406
H -2.845 -3.543 -3.856
H -1.956 0.646 -3.803
H -2.992 -0.447 -4.732
H -1.445 0.070 -5.405
C 1.595 0.556 -1.882
H 2.524 -0.019 -1.907
H 1.276 0.788 -2.908
C -2.187 3.854 -2.188
S -0.772 2.807 -2.501
C -0.893 2.799 -4.289
O -1.230 1.447 -2.034
H -3.066 3.415 -2.662
H -1.988 4.857 -2.570
H -2.312 3.893 -1.108
H -0.589 3.791 -4.630
H -1.897 2.552 -4.635
H -0.180 2.055 -4.646
*
```

---

Entry 3:
The following is a DFT calculation (the ωB97M-V functional and the def2-TZVPD basis) of C30H37GeN4O6SSn as an isolated structure.

**E_HOMO**: -4.95 eV
**Relative energy (zero: lowest compared OMol25 entry of this formula, charge and spin)**: 0.0 kcal per mole
**E**: -4525.39983 hartree
**HOMO-LUMO gap**: 7.04 eV

```
! wB97M-V def2-TZVPD RIJCOSX def2/J DEFGRID3
* xyz -1 1
Sn -2.333 -0.740 0.178
O -3.637 -2.306 0.738
C -4.874 -2.549 0.433
C -5.229 -3.814 -0.094
C -6.534 -4.135 -0.376
C -7.573 -3.225 -0.145
C -7.252 -1.988 0.364
C -5.928 -1.618 0.633
C -5.698 -0.297 1.198
N -4.578 0.305 1.210
C -4.477 1.572 1.916
C -3.152 2.233 1.536
N -2.106 1.266 1.755
C -1.218 1.457 2.642
C -0.212 0.479 3.016
C 0.826 0.902 3.855
C 1.810 0.044 4.291
C 1.738 -1.297 3.894
C 0.723 -1.747 3.086
C -0.288 -0.879 2.603
O -1.212 -1.368 1.838
H -4.421 -4.510 -0.275
H -6.759 -5.113 -0.785
H -8.600 -3.489 -0.358
H -8.035 -1.262 0.561
H -6.586 0.182 1.638
H -4.478 1.375 2.993
H -5.318 2.240 1.693
H -2.999 3.165 2.099
H -3.172 2.465 0.467
H -1.183 2.410 3.193
H 0.842 1.944 4.159
H 2.610 0.393 4.929
H 2.496 -1.996 4.229
H 0.660 -2.783 2.779
O -1.367 -2.562 -1.938
S -0.222 -1.733 -2.279
O 0.830 -2.388 -3.027
O -0.592 -0.422 -2.801
O 0.398 -1.423 -0.822
C 6.068 -2.367 1.083
C 5.086 -1.566 1.931
C 4.165 -0.672 1.098
C 3.165 -1.454 0.249
Ge 1.818 -0.321 -0.592
C 2.255 0.620 -2.241
C 3.604 1.342 -2.199
C 4.788 0.401 -2.393
C 6.130 1.112 -2.284
H 6.728 -2.979 1.701
H 6.694 -1.700 0.485
H 5.549 -3.036 0.396
H 5.641 -0.949 2.644
H 4.470 -2.248 2.524
H 4.788 -0.029 0.462
H 3.617 -0.004 1.768
H 2.591 -2.129 0.891
H 3.647 -2.072 -0.510
H 1.328 0.691 0.473
H 1.425 1.312 -2.395
H 2.211 -0.088 -3.068
H 3.728 1.888 -1.254
H 3.639 2.102 -2.987
H 4.694 -0.076 -3.373
H 4.744 -0.412 -1.662
H 6.229 1.885 -3.049
H 6.965 0.419 -2.400
H 6.235 1.599 -1.311
N -0.756 5.558 -5.471
C -0.914 4.804 -4.619
C -1.119 3.868 -3.545
C -0.458 4.039 -2.334
C -0.712 3.121 -1.328
N -1.553 2.102 -1.463
C -2.156 1.931 -2.631
C -1.981 2.790 -3.707
H 0.231 4.858 -2.184
H -0.209 3.201 -0.370
H -2.786 1.054 -2.716
H -2.486 2.615 -4.645
*
```

---

Entry 4:
The following is a DFT calculation (the ωB97M-V functional and the def2-TZVPD basis) of C42H67GeN4O4P2RbS as an isolated structure at a distorted geometry.

**E_HOMO**: 0.01 eV
**Relative energy (zero: lowest compared OMol25 entry of this formula, charge and spin)**: 42.6 kcal per mole
**E**: -5342.45241 hartree
**HOMO-LUMO gap**: 3.36 eV

```
! wB97M-V def2-TZVPD RIJCOSX def2/J DEFGRID3
* xyz -2 1
Rb 0.204 -0.095 -0.045
O -1.689 3.761 -1.995
C -1.269 2.757 -1.193
O -0.830 1.737 -1.682
C -1.342 3.074 0.257
C -2.088 4.148 0.733
C -2.000 4.397 2.130
C -1.171 3.664 2.916
C -0.371 2.592 2.327
N -0.572 2.285 0.983
C 0.581 1.904 3.000
O 0.969 2.271 4.294
O 1.401 0.973 2.421
H -1.457 3.504 -2.896
H -2.700 4.747 0.077
H -2.594 5.195 2.563
H -1.090 3.860 3.979
H 1.163 3.216 4.290
C -4.002 -2.536 3.230
C -2.782 -1.706 2.847
C -1.505 -2.537 3.021
P -2.752 -0.991 1.098
C -3.716 0.614 1.316
C -4.199 1.076 -0.060
C -4.829 0.732 2.357
C -3.857 -2.090 0.150
C -5.239 -2.160 0.261
C -6.024 -2.982 -0.540
C -7.526 -3.028 -0.395
C -5.367 -3.761 -1.495
C -4.000 -3.724 -1.646
C -3.176 -2.880 -0.837
N -1.859 -2.744 -0.999
C -1.128 -3.583 -1.801
C -0.962 -4.961 -1.506
C -1.582 -5.523 -0.259
C -0.216 -5.771 -2.349
C 0.408 -5.276 -3.489
C 1.195 -6.183 -4.401
C 0.290 -3.915 -3.745
C -0.448 -3.069 -2.928
C -0.562 -1.607 -3.261
H -3.878 -2.945 4.239
H -4.129 -3.368 2.535
H -4.918 -1.943 3.218
H -2.706 -0.838 3.510
H -1.497 -3.368 2.311
H -1.440 -2.952 4.032
H -0.620 -1.923 2.844
H -2.922 1.302 1.626
H -5.059 0.488 -0.388
H -3.409 0.953 -0.807
H -4.481 2.132 -0.035
H -5.699 0.123 2.106
H -5.158 1.775 2.405
H -4.483 0.449 3.352
H -5.749 -1.556 1.002
H -7.880 -2.203 0.226
H -7.864 -3.962 0.069
H -8.021 -2.950 -1.368
H -5.958 -4.408 -2.140
H -3.522 -4.322 -2.415
H -1.441 -4.823 0.568
H -1.134 -6.484 0.002
H -2.661 -5.660 -0.372
H -0.123 -6.830 -2.113
H 0.646 -7.105 -4.609
H 2.155 -6.466 -3.958
H 1.402 -5.690 -5.353
H 0.782 -3.502 -4.623
H -0.319 -1.434 -4.312
H 0.116 -1.011 -2.645
H -1.572 -1.249 -3.056
C 3.654 -4.286 -2.202
C 4.121 -2.858 -1.916
P 2.955 -1.886 -0.833
C 3.073 -2.861 0.742
C 1.931 -3.868 0.917
C 4.109 -0.527 -0.361
C 4.446 0.394 -1.531
H 4.242 -4.733 -3.009
H 2.605 -4.297 -2.501
H 3.764 -4.915 -1.317
H 4.198 -2.309 -2.860
H 5.114 -2.861 -1.455
H 3.036 -2.127 1.551
H 4.048 -3.359 0.780
H 0.976 -3.346 1.008
H 2.079 -4.470 1.817
H 1.847 -4.542 0.062
H 5.019 -0.962 0.070
H 3.608 0.078 0.420
H 5.026 -0.113 -2.308
H 5.019 1.254 -1.182
H 3.525 0.780 -1.978
S 1.895 3.856 -3.429
C 1.918 2.800 -4.684
N 1.315 2.993 -5.909
C 1.877 2.072 -6.885
C 2.268 0.902 -5.982
N 2.562 1.587 -4.728
H 1.154 3.954 -6.157
H 2.761 2.489 -7.383
H 1.146 1.791 -7.643
H 3.143 0.373 -6.357
H 1.442 0.191 -5.884
H 2.537 1.047 -3.876
C 3.976 3.524 4.454
Ge 3.903 2.553 2.666
C 4.606 4.022 1.496
C 5.482 1.323 2.861
C 2.496 1.614 1.673
H 5.002 3.848 4.649
H 3.641 2.890 5.276
H 3.341 4.415 4.426
H 5.649 4.258 1.724
H 4.011 4.925 1.656
H 4.528 3.760 0.438
H 6.313 1.790 3.399
H 5.835 1.020 1.872
H 5.196 0.414 3.399
H 2.045 2.403 1.047
*
```

---

What is the relative energy (zero: lowest compared OMol25 entry of this formula, charge and spin) in the second record? 32.4 kcal per mole

---

Look up the E of the third one. -4525.39983 hartree

---

What is the formula in the second record? C37H71NO2P2SSi3Ti